# 1
{"formula": "C22H49Br2NO3", "method": "the ωB97M-V functional and the def2-TZVPD basis", "charge": 0, "gap_ha": 0.3697, "elements": ["C", "C", "Br", "C", "Br", "O", "C", "O", "O", "N", "H", "H", "H", "H", "H", "H", "H", "C", "C", "C", "C", "C", "C", "H", "H", "H", "H", "H", "H", "H", "H", "H", "H", "H", "H", "H", "H", "C", "C", "C", "C", "C", "C", "H", "H", "H", "H", "H", "H", "H", "H", "H", "H", "H", "H", "H", "H", "C", "C", "C", "C", "C", "C", "H", "H", "H", "H", "H", "H", "H", "H", "H", "H", "H", "H", "H", "H"], "xyz": [[2.62, -1.55, 1.50], [1.74, -0.47, 0.71], [2.85, 1.21, 0.63], [0.35, -0.08, 1.42], [0.57, 1.37, 2.77], [-0.27, -1.25, 2.03], [-1.18, -1.84, 1.09], [-0.89, -2.03, -0.10], [-2.47, -2.15, 1.64], [-3.02, -0.90, 1.94], [3.34, -1.01, 2.20], [2.02, -2.30, 2.11], [3.25, -2.18, 0.77], [1.50, -0.86, -0.33], [-0.37, 0.31, 0.64], [-2.63, -0.52, 2.81], [-2.80, -0.28, 1.15], [-0.17, -4.10, -6.35], [0.22, -5.14, -5.30], [-0.78, -5.23, -4.14], [-0.93, -3.95, -3.31], [0.35, -3.42, -2.68], [0.98, -4.38, -1.68], [-0.19, -3.09, -5.94], [0.55, -4.11, -7.17], [-1.16, -4.32, -6.77], [1.22, -4.92, -4.93], [0.28, -6.12, -5.78], [-0.48, -6.06, -3.49], [-1.76, -5.50, -4.54], [-1.66, -4.15, -2.52], [-1.37, -3.17, -3.93], [0.12, -2.49, -2.16], [1.08, -3.16, -3.45], [0.28, -4.63, -0.88], [1.87, -3.93, -1.23], [1.29, -5.32, -2.16], [-3.14, 1.91, 4.41], [-3.16, 0.79, 5.45], [-4.53, 0.60, 6.10], [-5.04, 1.80, 6.91], [-4.13, 2.27, 8.03], [-3.91, 1.23, 9.12], [-3.35, 2.89, 4.87], [-2.15, 1.98, 3.95], [-3.87, 1.73, 3.63], [-2.39, 0.98, 6.20], [-2.88, -0.14, 4.95], [-4.48, -0.28, 6.75], [-5.26, 0.37, 5.33], [-6.02, 1.54, 7.33], [-5.22, 2.64, 6.23], [-4.58, 3.16, 8.50], [-3.16, 2.60, 7.64], [-4.86, 0.92, 9.56], [-3.29, 1.63, 9.92], [-3.40, 0.34, 8.73], [1.49, 2.68, -3.64], [2.90, 2.54, -3.08], [3.56, 3.88, -2.76], [3.76, 4.82, -3.96], [4.59, 4.24, -5.11], [6.02, 3.90, -4.71], [1.48, 3.21, -4.59], [1.05, 1.69, -3.81], [0.85, 3.21, -2.93], [3.52, 1.97, -3.79], [2.86, 1.95, -2.16], [4.53, 3.69, -2.28], [2.95, 4.41, -2.02], [4.24, 5.73, -3.60], [2.79, 5.12, -4.35], [4.62, 4.98, -5.92], [4.10, 3.35, -5.52], [6.54, 4.78, -4.33], [6.58, 3.53, -5.58], [6.05, 3.12, -3.95]], "mulliken_charge": [-1.07, 0.22, -0.15, -0.26, -0.13, -0.31, 0.53, -0.47, -0.24, -0.35, 0.36, 0.27, 0.30, 0.16, 0.47, 0.19, 0.35, -1.19, -0.33, -0.83, -0.84, 0.10, -1.22, 0.28, 0.38, 0.29, 0.23, 0.37, 0.30, 0.40, 0.34, 0.37, 0.06, 0.38, 0.25, 0.25, 0.45, -1.01, -0.05, -0.83, -0.70, -0.33, -1.19, 0.43, 0.06, 0.29, 0.26, 0.19, 0.34, 0.36, 0.38, 0.30, 0.38, 0.24, 0.29, 0.37, 0.28, -1.25, 0.38, -0.64, -0.77, -0.34, -1.17, 0.33, 0.36, 0.28, 0.26, -0.30, 0.29, 0.39, 0.37, 0.31, 0.36, 0.24, 0.29, 0.37, 0.27]}

=====

# 2
{"formula": "C17H27N3O4S", "method": "the ωB97M-V functional and the def2-TZVPD basis", "charge": 0, "e_above_lowest_ev": 0.0000, "smiles": "CCCNC(=S)N1C[C@]2(C)CN(C(=O)C(=O)OCC)C[C@](C)(C1)C2=O", "gap_ha": 0.3126, "elements": ["C", "C", "C", "N", "C", "S", "N", "C", "C", "C", "C", "N", "C", "O", "C", "O", "O", "C", "C", "C", "C", "C", "C", "C", "O", "H", "H", "H", "H", "H", "H", "H", "H", "H", "H", "H", "H", "H", "H", "H", "H", "H", "H", "H", "H", "H", "H", "H", "H", "H", "H", "H"], "xyz": [[3.49, 1.51, 0.40], [3.08, 2.12, -0.93], [1.83, 2.99, -0.81], [0.61, 2.21, -0.72], [-0.03, 1.95, 0.44], [0.47, 2.54, 1.90], [-1.17, 1.18, 0.33], [-1.76, 0.66, 1.54], [-2.53, -0.65, 1.28], [-3.20, -1.13, 2.56], [-1.58, -1.76, 0.75], [-0.97, -1.36, -0.50], [0.33, -1.07, -0.70], [0.74, -0.53, -1.72], [1.34, -1.47, 0.39], [1.17, -1.39, 1.58], [2.44, -1.91, -0.19], [3.53, -2.27, 0.67], [4.77, -2.44, -0.17], [-1.92, -1.03, -1.53], [-2.88, 0.09, -1.09], [-3.90, 0.37, -2.19], [-2.11, 1.38, -0.75], [-3.55, -0.37, 0.19], [-4.74, -0.50, 0.32], [2.69, 0.90, 0.81], [4.38, 0.90, 0.28], [3.71, 2.29, 1.13], [2.89, 1.32, -1.65], [3.89, 2.74, -1.32], [1.74, 3.63, -1.69], [1.89, 3.61, 0.09], [0.49, 1.55, -1.48], [-0.96, 0.48, 2.26], [-2.46, 1.39, 1.98], [-2.45, -1.30, 3.33], [-3.90, -0.38, 2.92], [-3.75, -2.05, 2.38], [-0.82, -1.96, 1.50], [-2.17, -2.67, 0.58], [3.26, -3.20, 1.19], [3.65, -1.48, 1.43], [5.00, -1.51, -0.69], [4.62, -3.22, -0.91], [5.61, -2.70, 0.46], [-1.36, -0.72, -2.42], [-2.50, -1.92, -1.78], [-4.48, -0.53, -2.39], [-4.60, 1.14, -1.87], [-3.41, 0.69, -3.10], [-1.58, 1.73, -1.64], [-2.84, 2.15, -0.46]], "nbo_charge": [-0.61, -0.41, -0.22, -0.62, 0.31, -0.25, -0.48, -0.22, -0.20, -0.60, -0.21, -0.41, 0.61, -0.63, 0.72, -0.58, -0.48, -0.08, -0.62, -0.22, -0.20, -0.60, -0.20, 0.70, -0.55, 0.21, 0.20, 0.21, 0.21, 0.20, 0.19, 0.24, 0.42, 0.26, 0.20, 0.22, 0.23, 0.22, 0.26, 0.20, 0.19, 0.20, 0.22, 0.22, 0.22, 0.25, 0.21, 0.23, 0.23, 0.21, 0.22, 0.19]}

=====

HOMO: -0.364 -0.292 (hartree)